Below is a cluster of 13 separate species, C35H45N13O4S in total at a distorted geometry, with properties calculated with ωB97M-V/def2-TZVPD.

Values from the calculation:
Energy relative to the best compared isomer or geometry (same formula, charge and spin) ... 2205.77 kJ/mol
F_max ... 0.2049 Eh/bohr
LUMO level ... -1.385 eV
Electronic energy ... -75394.040 eV
2S+1 ... 1

The geometry in XYZ format:
```
98
Properties=species:S:1:pos:R:3:lowdin_charge:R:1
N 1.5793 -3.4056 -0.9879 0.04
C 1.7619 -1.9650 -1.5101 -0.14
C 2.5699 -1.6657 -2.7600 0.02
C 2.6806 -0.0840 -3.2922 -0.22
O 3.7860 0.4197 -3.8513 -0.08
C 1.3033 0.8236 -3.0148 -0.02
C 0.7846 1.9978 -4.0615 -0.02
C -0.6245 2.8039 -3.7063 -0.02
C -1.5046 2.4407 -2.3629 -0.16
C -2.9517 3.1697 -1.9618 -0.23
S -4.2695 1.8155 -2.2155 0.77
O -4.0221 1.1525 -3.6171 -0.44
O -5.7119 2.3629 -2.0937 -0.44
C -0.9845 1.2814 -1.2945 0.03
C 0.4088 0.4881 -1.6422 -0.02
C 1.0424 -0.7131 -0.6660 -0.17
O 1.0075 -0.6457 0.6691 -0.05
H 0.8199 -3.2907 -0.2562 0.03
H 1.0733 -3.8836 -1.7920 0.08
H 3.0849 -2.5471 -3.3368 0.06
H 1.4294 2.2133 -5.0143 0.10
H -1.0103 3.6504 -4.4535 0.11
H -2.9351 3.3706 -0.8040 0.09
H -3.1780 4.1119 -2.6189 0.13
H -3.9929 0.8497 -1.1997 0.09
H -1.6209 1.0007 -0.3253 0.06
C -1.9628 -3.8132 2.2228 -0.07
C -1.2440 -4.4680 1.0545 -0.17
N -0.6477 -5.0113 0.0854 0.09
H -3.0116 -3.6411 1.9661 0.02
H -1.9132 -4.4617 3.1018 0.05
H -1.4924 -2.8551 2.4602 0.07
C 0.3028 -7.6760 3.6008 -0.12
C -1.1724 -7.6315 3.9643 -0.23
N -2.3962 -7.5945 4.2659 0.06
H 0.5617 -8.6653 3.2135 0.07
H 0.5211 -6.9258 2.8358 0.05
H 0.9112 -7.4696 4.4856 0.06
C -6.4830 -4.7763 2.3311 -0.08
C -5.7064 -3.6752 1.6275 -0.17
N -5.0620 -2.7619 1.0439 0.09
H -7.4535 -4.3956 2.6608 0.01
H -6.6429 -5.6148 1.6477 0.08
H -5.9240 -5.1286 3.2023 0.07
C 4.2613 4.4190 -4.0374 -0.10
C 2.7860 4.4635 -3.6739 -0.17
N 1.5622 4.5005 -3.3724 0.10
H 4.5201 3.4298 -4.4247 0.07
H 4.4795 5.1692 -4.8024 0.07
H 4.8696 4.6254 -3.1526 0.01
C 7.9295 5.0625 -0.9213 -0.11
C 7.1183 5.3951 -2.1629 -0.14
N 6.4454 5.6711 -3.1930 0.09
H 7.9929 3.9780 -0.7968 0.03
H 8.9399 5.4696 -1.0160 0.08
H 7.4528 5.4951 -0.0375 0.06
C 5.9624 1.2416 -0.4978 -0.05
C 6.4898 2.4221 0.3014 -0.17
N 6.9275 3.4013 0.9645 0.09
H 5.1895 1.5784 -1.1941 0.07
H 6.7764 0.7816 -1.0646 0.08
H 5.5331 0.4963 0.1773 0.08
C -2.2028 4.1668 2.7534 -0.07
C -2.3482 2.7606 2.1951 -0.18
N -2.4689 1.5941 1.7318 0.10
H -2.5780 4.2010 3.7799 0.08
H -1.1501 4.4627 2.7490 0.08
H -2.7732 4.8715 2.1421 0.08
C 1.8331 -3.0348 -6.9714 -0.06
C 2.1579 -3.5513 -5.5792 -0.15
N 2.4274 -3.9799 -4.4243 0.10
H 2.1716 -2.0000 -7.0734 0.08
H 2.3351 -3.6494 -7.7236 0.08
H 0.7537 -3.0748 -7.1414 0.08
C -7.0705 -4.9203 6.5396 -0.07
C -7.8817 -4.5877 5.2980 -0.17
N -8.5546 -4.3117 4.2679 0.10
H -7.0071 -6.0048 6.6641 0.08
H -6.0601 -4.5132 6.4449 0.08
H -7.5472 -4.4877 7.4234 0.08
C 0.5945 -2.1431 5.0486 -0.06
C 0.4538 -3.6181 4.7094 -0.16
N 0.3370 -4.8417 4.4280 0.14
H 1.6420 -1.9061 5.2537 0.08
H 0.2491 -1.5331 4.2095 0.07
H -0.0042 -1.9050 5.9320 0.08
C 6.3369 9.2872 -0.6641 -0.08
C 7.7939 8.9048 -0.8669 -0.21
N 9.0027 8.5876 -1.0353 0.09
H 6.0270 9.0469 0.3566 0.08
H 6.2059 10.3596 -0.8328 0.08
H 5.7056 8.7365 -1.3669 0.07
C -7.0399 0.0339 1.0491 -0.09
C -8.5151 0.0784 1.4126 -0.21
N -9.7389 0.1154 1.7142 0.07
H -6.7810 -0.9554 0.6618 0.03
H -6.8216 0.7841 0.2841 0.06
H -6.4315 0.2403 1.9339 0.07
```

Below is a structure of composition C35H45N3O3P2RuS2Si2, with properties calculated with ωB97M-V/def2-TZVPD.

Values from the calculation:
Energy relative to the best compared isomer or geometry (same formula, charge and spin) ... 5.23 kJ/mol
F_max ... 0.0117 Eh/bohr
LUMO level (alpha / beta) ... 0.218 / -1.557 eV
Electronic energy ... -106226.294 eV
2S+1 ... 5

The geometry in XYZ format:
```
93
Properties=species:S:1:pos:R:3:lowdin_spin:R:1
Ru 1.0605 -0.9284 -1.0850 2.35
C -3.4243 0.8321 -2.7120 0.00
Si -1.7358 0.2213 -3.2928 0.02
C -1.3222 1.1118 -4.9054 0.00
C -1.8514 -1.6137 -3.6580 0.00
N -0.5066 0.5318 -2.1120 0.16
P -0.2219 1.5124 -0.8938 0.06
C 0.3860 0.4744 0.3442 0.41
P -0.2754 -0.8143 1.2841 0.06
N 0.1726 -2.0804 0.3614 0.10
Si 0.9107 -3.6356 0.7324 0.02
C -0.2452 -4.6582 1.8209 0.00
C 2.5481 -3.4100 1.6107 0.01
C 1.1653 -4.5770 -0.8641 0.00
C 0.2840 -0.7379 2.9992 0.00
C 1.0133 0.3646 3.4314 0.00
C 1.4009 0.4639 4.7610 0.00
C 1.0708 -0.5412 5.6578 0.00
C 0.3378 -1.6434 5.2301 0.00
C -0.0633 -1.7360 3.9081 0.00
C -2.0811 -0.8851 1.4494 0.01
C -2.8056 -1.3125 0.3397 0.00
C -4.1917 -1.3319 0.3725 0.00
C -4.8633 -0.9248 1.5171 0.00
C -4.1467 -0.5009 2.6290 0.00
C -2.7609 -0.4771 2.5965 0.00
C -1.5768 2.6298 -0.4364 0.00
C -1.9115 3.6747 -1.2973 0.00
C -2.9691 4.5165 -0.9989 0.00
C -3.7005 4.3283 0.1685 0.00
C -3.3602 3.3041 1.0388 0.00
C -2.2981 2.4620 0.7371 0.00
C 1.0554 2.7172 -1.3350 0.00
C 1.3020 2.9874 -2.6788 0.00
C 2.2318 3.9550 -3.0380 0.00
C 2.9118 4.6571 -2.0530 0.00
C 2.6611 4.3975 -0.7116 0.00
C 1.7325 3.4335 -0.3515 0.00
H -4.1993 0.4232 -3.3694 0.00
H -3.5099 1.9202 -2.7448 0.00
H -3.6504 0.5148 -1.6904 0.00
H -2.0953 0.9320 -5.6592 0.00
H -0.3782 0.7561 -5.3286 0.00
H -1.2527 2.1947 -4.7620 0.00
H -2.7624 -1.8004 -4.2370 0.00
H -1.9006 -2.2269 -2.7551 0.00
H -1.0006 -1.9759 -4.2407 0.00
H -0.1313 -4.4488 2.8867 0.00
H -0.0266 -5.7214 1.6840 0.00
H -1.2920 -4.5022 1.5439 0.00
H 2.4287 -2.8909 2.5643 0.00
H 3.2669 -2.8453 1.0138 0.00
H 2.9760 -4.3983 1.8125 0.00
H 0.3000 -4.5101 -1.5240 0.00
H 1.3334 -5.6316 -0.6196 0.00
H 2.0230 -4.2215 -1.4329 0.00
H 1.2926 1.1286 2.7154 0.00
H 1.9706 1.3247 5.0901 0.00
H 1.3795 -0.4674 6.6929 0.00
H 0.0722 -2.4258 5.9304 0.00
H -0.6649 -2.5781 3.5871 0.00
H -2.2761 -1.6343 -0.5478 0.00
H -4.7435 -1.6648 -0.4977 0.00
H -5.9457 -0.9396 1.5445 0.00
H -4.6669 -0.1901 3.5262 0.00
H -2.2122 -0.1385 3.4671 0.00
H -1.3456 3.8340 -2.2086 0.00
H -3.2237 5.3207 -1.6778 0.00
H -4.5290 4.9862 0.3999 0.00
H -3.9165 3.1551 1.9562 0.00
H -2.0317 1.6779 1.4260 0.00
H 0.7675 2.4291 -3.4400 0.00
H 2.4242 4.1554 -4.0849 0.00
H 3.6424 5.4072 -2.3305 0.00
H 3.2006 4.9378 0.0565 0.00
H 1.5445 3.2222 0.6941 0.00
N 2.5735 0.0195 -2.3758 0.03
C 2.2790 -0.3935 -3.7625 0.00
C 1.5532 -1.7475 -3.8097 0.01
O 1.4145 -2.2995 -4.8797 0.02
O 1.1106 -2.1890 -2.6680 0.07
H 2.6281 1.0289 -2.2961 0.00
H 3.4723 -0.3345 -2.0693 0.01
H 3.1684 -0.4444 -4.3857 0.00
H 1.6067 0.3396 -4.2042 0.00
C 4.1669 -1.0521 4.0271 0.00
O 3.4536 -0.6425 2.8553 0.01
C 4.0698 0.1239 1.9580 0.04
S 5.6212 0.6549 2.0716 0.11
S 3.0917 0.5327 0.5867 0.43
H 3.4605 -1.6474 4.5991 0.00
H 4.4914 -0.1831 4.5961 0.00
H 5.0390 -1.6406 3.7503 0.00
```

Below is a structure of composition C35H45N5O7RuS3Si, with properties calculated with ωB97M-V/def2-TZVPD.

Values from the calculation:
Energy relative to the best compared isomer or geometry (same formula, charge and spin) ... 31.79 kJ/mol
F_max ... 0.0152 Eh/bohr
Net charge ... +1
LUMO level (alpha / beta) ... -2.366 / -4.292 eV
Electronic energy ... -101774.155 eV
2S+1 ... 6

The geometry in XYZ format:
```
97
Properties=species:S:1:pos:R:3:lowdin_spin:R:1
Ru -1.2977 -0.2703 -0.0047 3.88
C 1.8259 -1.7599 2.3417 0.00
C 2.3845 -0.5036 1.6937 0.00
C 2.4878 0.6134 2.7327 0.00
C 3.7445 -0.7812 1.0683 0.00
O 1.4285 -0.1260 0.6317 0.04
Si 1.7964 0.7982 -0.7139 0.05
S -0.0919 0.9736 -1.6943 0.42
O 2.2561 2.2201 -0.0696 0.01
C 2.9834 3.3824 -0.5327 0.00
C 2.7992 4.4268 0.5536 0.00
C 2.3823 3.8688 -1.8440 0.00
C 4.4568 3.0291 -0.6886 0.00
O 2.9336 0.2167 -1.6806 0.01
C 3.2223 -0.4352 -2.9435 0.00
C 2.0508 -1.2849 -3.4081 0.01
C 3.5336 0.6453 -3.9648 0.00
C 4.4380 -1.3047 -2.6801 0.00
H 2.3030 -1.9150 3.3115 0.00
H 2.0065 -2.6383 1.7174 0.00
H 0.7489 -1.6623 2.5024 0.00
H 3.3938 0.4780 3.3256 0.00
H 1.6454 0.5854 3.4332 0.00
H 2.5318 1.5919 2.2561 0.00
H 4.4063 -1.2131 1.8222 0.00
H 4.2067 0.1376 0.6922 0.00
H 3.6413 -1.4894 0.2452 0.00
H 1.7362 4.6426 0.6919 0.00
H 3.3133 5.3525 0.2823 0.00
H 3.2108 4.0672 1.5005 0.00
H 1.2955 3.9556 -1.7519 0.00
H 2.6096 3.1760 -2.6580 0.00
H 2.7904 4.8481 -2.1042 0.00
H 4.8892 2.7652 0.2812 0.00
H 5.0092 3.8823 -1.0917 0.00
H 4.5758 2.1822 -1.3660 0.00
H 1.1720 -0.6708 -3.6078 0.01
H 1.7985 -2.0412 -2.6607 0.00
H 2.3296 -1.7982 -4.3308 0.00
H 2.6650 1.2930 -4.1050 0.00
H 3.7732 0.1856 -4.9267 0.00
H 4.3867 1.2520 -3.6494 0.00
H 4.1815 -2.1037 -1.9800 0.00
H 5.2428 -0.7033 -2.2524 0.00
H 4.7927 -1.7542 -3.6115 0.00
N -4.8093 1.6912 -2.0459 0.00
C -4.5674 2.8395 -1.3006 0.00
C -5.2528 4.0457 -1.1887 0.00
C -4.6972 4.9907 -0.3497 0.00
C -3.4994 4.7452 0.3459 0.00
C -2.8309 3.5441 0.2334 0.00
C -3.3924 2.5753 -0.5976 0.01
N -2.9449 1.2989 -0.9265 0.10
C -3.8031 0.8231 -1.7809 0.01
C -3.6134 -0.4897 -2.3728 0.00
C -4.1626 -1.0008 -3.4971 0.00
S -3.4886 -2.5338 -3.8121 0.01
C -2.5068 -2.4030 -2.4271 0.01
N -2.6743 -1.2951 -1.7596 0.07
H -5.5676 1.5497 -2.6890 0.00
H -6.1720 4.2349 -1.7314 0.00
H -5.1907 5.9470 -0.2304 0.00
H -3.0899 5.5270 0.9745 0.00
H -1.8975 3.3516 0.7467 0.00
H -4.8911 -0.5548 -4.1600 0.00
H -1.7951 -3.1778 -2.1620 0.00
O -0.7279 1.4864 1.6024 0.07
C -1.3417 1.3487 2.8814 0.00
C -2.6527 0.6187 2.7724 0.01
C -3.4455 0.4399 3.8969 0.00
C -4.6306 -0.2555 3.7725 0.00
C -5.0034 -0.7394 2.5244 0.00
C -4.1671 -0.5034 1.4595 0.01
N -3.0126 0.1692 1.5785 0.08
H 0.2041 1.2146 1.6254 0.00
H -1.5317 2.3414 3.2869 0.00
H -0.6930 0.8238 3.5798 0.00
H -3.1281 0.8431 4.8515 0.00
H -5.2631 -0.4166 4.6371 0.00
H -5.9195 -1.2961 2.3850 0.00
H -4.4174 -0.8539 0.4662 0.00
O -1.6663 -2.0845 1.7740 0.06
C -0.9478 -2.8577 1.1209 0.01
N -0.3915 -2.4512 -0.0348 0.08
S 0.5792 -3.6140 -0.6838 0.01
O 0.0425 -4.0668 -1.9430 0.00
O 1.9548 -3.2095 -0.6518 0.00
C 0.2611 -4.8047 0.5853 0.01
C 0.7700 -6.0802 0.7247 0.00
C 0.3640 -6.7977 1.8459 0.00
C -0.5075 -6.2426 2.7832 0.00
C -0.9977 -4.9525 2.6272 0.00
C -0.5995 -4.2458 1.5095 0.00
H 1.4532 -6.5011 -0.0028 0.00
H 0.7363 -7.8042 1.9944 0.00
H -0.8016 -6.8284 3.6455 0.00
H -1.6622 -4.5030 3.3545 0.00
```

Q: Which value of F_max does entry 1 give?
A: 0.2049 Eh/bohr

Q: The highest energy relative to the best compared isomer or geometry (same formula, charge and spin) belongs to which entry?
A: C35H45N13O4S